[1]
ORCA calculation (wB97M-V/def2-TZVPD) on 2 unconnected molecules or ions with the total composition C5H11N2 at a distorted geometry.

Results
LUMO energy   -4.05 eV
Frontier orbital gap   0.3683 hartree
Highest occupied orbital energy   -14.075 eV

Structure (ORCA input):
```
! RIJCOSX wB97M-V def2-TZVPD def2/J DEFGRID3
* xyz 1 1
C 0.173 1.616 0.880
C 2.412 -0.312 -0.615
C 1.982 -0.704 0.727
C 0.919 -0.322 -0.234
C -3.049 -0.691 -0.079
N -2.389 0.113 -0.737
N -0.001 0.679 0.035
H -0.646 2.359 0.914
H 1.115 1.877 1.367
H 3.001 0.623 -0.794
H 2.665 -1.143 -1.275
H 1.791 -1.767 0.918
H 1.939 0.010 1.459
H 0.533 -1.157 -0.887
H -3.953 -0.991 -0.450
H -2.590 -1.163 0.714
H -2.851 0.429 -1.558
H -1.050 0.543 -0.386
*
```


[2]
ORCA calculation (wB97M-V/def2-TZVPD) on 2 unconnected molecules or ions with the total composition C5H11N2 at a distorted geometry.

Results
LUMO energy   -4.31 eV
Frontier orbital gap   0.3215 hartree
Highest occupied orbital energy   -13.053 eV

Structure (ORCA input):
```
! RIJCOSX wB97M-V def2-TZVPD def2/J DEFGRID3
* xyz 1 1
C 1.486 -1.027 -0.130
C -1.556 -1.352 -0.666
C -1.944 -1.006 0.733
C -0.690 -0.787 0.344
C -0.423 2.765 -0.683
N 2.781 -1.126 0.117
N 0.613 -0.601 0.731
H 1.284 -1.142 -1.182
H -1.647 -2.485 -0.956
H -1.794 -0.711 -1.595
H 0.371 2.431 0.042
H -2.806 -0.731 1.284
H -1.321 2.147 -0.642
H 0.268 2.551 -1.609
H -0.431 3.970 -0.691
H 3.426 -1.604 -0.475
H 3.055 -0.880 1.015
H 0.772 -0.430 1.665
*
```


[3]
ORCA calculation (wB97M-V/def2-TZVPD) on a molecular structure, C5H11N2 at a distorted geometry.

Results
LUMO energy (spin up / spin down)   -3.39 / -5.34 eV
Frontier orbital gap (spin up / spin down)   0.2480 / 0.3753 hartree
Highest occupied orbital energy (spin up / spin down)   -10.134 / -15.549 eV

Structure (ORCA input):
```
! RIJCOSX wB97M-V def2-TZVPD def2/J DEFGRID3
* xyz 1 3
C 1.753 -0.299 0.464
C -1.094 -1.212 -1.112
C -1.253 -1.065 0.369
C -0.647 0.300 0.191
C -1.515 1.472 0.254
N 3.022 0.013 0.188
N 0.742 0.434 0.022
H 1.535 -1.164 1.097
H -0.193 -1.543 -1.567
H -1.970 -1.383 -1.717
H -2.354 -0.935 0.525
H -0.960 -1.715 1.153
H -2.016 1.861 1.133
H -2.316 1.364 -0.580
H -0.839 2.354 -0.015
H 3.762 -0.530 0.574
H 3.292 0.795 -0.403
H 1.051 1.253 -0.576
*
```


[4]
ORCA calculation (wB97M-V/def2-TZVPD) on 2 unconnected molecules or ions with the total composition C5H11N2O at a distorted geometry.

Results
LUMO energy   -4.07 eV
Frontier orbital gap   0.3222 hartree
Highest occupied orbital energy   -12.839 eV

Structure (ORCA input):
```
! RIJCOSX wB97M-V def2-TZVPD def2/J DEFGRID3
* xyz 1 1
C -1.816 1.297 1.175
C -1.188 0.109 1.009
C 1.473 0.358 0.003
C -0.665 -1.776 -0.567
C -0.704 -0.324 -0.239
N 2.281 -0.025 0.915
N 1.595 1.238 -0.905
O -0.872 0.303 -1.420
H -2.360 1.448 2.085
H -1.918 2.016 0.324
H -1.021 -0.665 1.730
H -1.078 -2.096 -1.576
H 0.250 -2.314 -0.377
H -1.323 -2.247 0.089
H 1.913 -0.699 1.583
H 3.145 0.450 0.911
H 0.799 1.418 -1.570
H 2.477 1.822 -1.013
H -0.989 -0.313 -2.157
*
```


[5]
ORCA calculation (wB97M-V/def2-TZVPD) on a gas-phase ion, C5H11N2O (charge +1) at a distorted geometry.

Results
LUMO energy   -3.82 eV
Frontier orbital gap   0.3920 hartree
SMILES   CC1(C)C[NH+]=CNO1
Highest occupied orbital energy   -14.483 eV

Structure (ORCA input):
```
! RIJCOSX wB97M-V def2-TZVPD def2/J DEFGRID3
* xyz 1 1
C -0.799 -0.021 -1.425
C -0.604 0.210 0.180
C -1.975 0.460 0.768
C 0.280 -1.060 0.867
N 1.568 -1.042 0.104
C 2.146 0.107 -0.187
N 1.493 1.215 0.099
O 0.159 1.353 0.406
H -1.459 0.779 -1.892
H -1.374 -1.005 -1.503
H 0.219 -0.225 -1.883
H -1.988 0.943 1.826
H -2.502 -0.540 0.916
H -2.360 1.243 0.144
H 0.418 -0.778 1.963
H -0.224 -2.030 0.722
H 2.156 -1.848 0.143
H 3.055 0.196 -0.847
H 1.793 2.044 -0.403
*
```


[6]
ORCA calculation (wB97M-V/def2-TZVPD) on 2 unconnected molecules or ions with the total composition C5H11N2O at a distorted geometry.

Results
LUMO energy (spin up / spin down)   -4.48 / -4.48 eV
Frontier orbital gap (spin up / spin down)   0.2688 / 0.2688 hartree
Highest occupied orbital energy (spin up / spin down)   -11.794 / -11.794 eV

Structure (ORCA input):
```
! RIJCOSX wB97M-V def2-TZVPD def2/J DEFGRID3
* xyz 1 1
C -3.413 -0.277 0.350
C -0.799 -0.650 0.807
C 0.383 -1.010 0.253
C 2.921 0.963 -1.078
C 2.562 0.218 0.286
N -3.576 0.899 -0.284
N 1.611 -0.866 -0.120
O -0.437 -2.026 0.129
H -3.395 -1.246 -0.215
H -1.151 -0.816 1.870
H -3.392 -0.235 1.490
H 2.334 1.850 -1.205
H 3.952 1.221 -1.020
H 2.624 0.304 -1.930
H 1.988 0.969 0.967
H 3.369 -0.185 0.956
H -4.018 0.944 -1.224
H 2.095 -1.736 -0.381
H -3.658 1.679 0.347
*
```


[7]
ORCA calculation (wB97M-V/def2-TZVPD) on a molecular structure, C5H11N2O at a distorted geometry.

Results
LUMO energy   -8.38 eV
Frontier orbital gap   0.1546 hartree
Highest occupied orbital energy   -12.583 eV

Structure (ORCA input):
```
! RIJCOSX wB97M-V def2-TZVPD def2/J DEFGRID3
* xyz 1 1
O 2.915 0.609 -1.206
C 3.235 0.324 -0.079
C 2.327 -0.217 0.945
C 0.916 -0.235 0.655
C 0.540 -1.192 -0.518
N -4.181 0.562 -0.493
C -3.003 -0.091 -0.054
N -1.963 0.274 0.678
H 4.300 0.474 0.127
H 0.550 -2.210 -0.155
H 2.682 -0.382 1.955
H 0.581 0.813 0.475
H 0.408 -0.537 1.576
H -0.466 -1.043 -0.924
H 1.176 -1.030 -1.384
H -4.015 1.543 -0.731
H -4.062 0.361 0.623
H -3.090 -1.159 -0.279
H -2.311 0.791 1.490
*
```


[8]
ORCA calculation (wB97M-V/def2-TZVPD) on a gas-phase ion, C5H11N2O (charge +1) at a distorted geometry.

Results
LUMO energy   -3.15 eV
Frontier orbital gap   0.4100 hartree
SMILES   [H]/N=C1/C[N@H+](C)[C@@H](C)O1
Highest occupied orbital energy   -14.310 eV

Structure (ORCA input):
```
! RIJCOSX wB97M-V def2-TZVPD def2/J DEFGRID3
* xyz 1 1
H 1.242 -3.079 2.555
N 1.450 -2.084 2.444
C 0.809 -1.338 1.696
C 1.386 -0.028 1.110
N 0.506 0.261 -0.100
C 0.258 1.741 -0.516
C -0.821 -0.512 0.158
C -1.429 -1.129 -1.054
O -0.414 -1.486 1.085
H 1.165 0.785 1.814
H 2.391 -0.183 0.765
H 0.959 -0.126 -0.885
H 0.240 2.257 0.387
H 1.198 1.951 -0.830
H -0.518 2.197 -1.147
H -1.546 0.185 0.555
H -0.908 -1.944 -1.523
H -1.745 -0.445 -1.816
H -2.525 -1.374 -0.776
*
```


Energy relative to the best compared isomer or geometry (same formula, charge and spin) for every record listed, in sequence, given in kcal per mole: 70.5 91.7 13.8 84.9 80.9 138.1 201.1 69.2.